The following is a quantum chemistry calculation of a cluster of 2 separate species, C4H12 in total, from the Open Molecules 2025 dataset.

Its net charge is -1. Its total energy is -4340.5345 eV. The calculation puts the HOMO energy (alpha / beta) at 1.55 / -7.45 eV. The calculation puts the energy above the lowest of the compared OMol25 structures with the same formula, charge and spin at 48.4 kJ/mol. As for the spin multiplicity: 2.

Each line ends with the Mulliken charge.
Atoms and positions in Å:
C 1.673 -0.735 1.731  -1.8725
C 0.201 -0.967 2.119  -1.9766
H 2.364 -1.488 2.046  0.6422
H 1.770 -0.564 0.655  0.5013
H 1.958 0.112 2.375  0.5025
H -0.087 -2.008 1.843  0.5888
H -0.460 -0.311 1.571  0.4021
H 0.104 -1.132 3.189  0.6891
C -1.189 0.236 -2.266  -1.8773
C -0.726 1.540 -1.621  -1.3648
H -1.740 0.428 -3.163  0.3930
H -0.251 -0.301 -2.517  0.6499
H -1.754 -0.455 -1.652  0.6407
H 0.080 2.080 -2.144  0.4977
H -1.593 2.193 -1.546  0.5057
H -0.350 1.374 -0.620  0.0780



The following is a quantum chemistry calculation of a cluster of 2 separate species, C4H12 in total, from the Open Molecules 2025 dataset.

Its net charge is 0. As for the SMILES: CC.CC. Its total energy is -4342.3679 eV. The calculation puts the HOMO energy at -11.74 eV. The calculation puts the energy above the lowest of the compared OMol25 structures with the same formula, charge and spin at 15.5 kJ/mol.

Each line ends with the Mulliken charge.
Atoms and positions in Å:
C -1.141 -1.125 -0.312  -0.7100
C -2.274 -2.041 -0.651  -1.0067
H -1.473 -0.083 -0.258  0.2665
H -0.682 -1.292 0.661  0.2819
H -0.380 -1.162 -1.094  0.2586
H -3.184 -1.810 -0.082  0.2850
H -2.063 -3.095 -0.462  0.2918
H -2.629 -1.988 -1.683  0.2989
C 2.021 0.837 0.412  -0.3134
C 1.476 2.279 0.573  -0.9324
H 2.663 0.837 -0.461  0.2788
H 2.485 0.533 1.344  0.2823
H 1.159 0.206 0.215  -0.1607
H 2.247 2.994 0.853  0.3308
H 1.080 2.618 -0.382  0.2743
H 0.697 2.292 1.328  0.2744



The following is a quantum chemistry calculation of a cluster of 2 separate species, C4H12 in total, from the Open Molecules 2025 dataset.

Its net charge is 0. As for the SMILES: CC.CC. Its total energy is -4342.1162 eV. The calculation puts the HOMO energy at -11.42 eV. The calculation puts the energy above the lowest of the compared OMol25 structures with the same formula, charge and spin at 39.8 kJ/mol.

Each line ends with the Mulliken charge.
Atoms and positions in Å:
C -1.878 -1.133 1.311  -0.9036
C -0.859 -0.001 1.341  -0.2672
H -1.826 -1.964 2.002  0.3161
H -2.851 -0.644 1.439  0.2512
H -1.947 -1.514 0.289  0.2794
H -1.154 1.015 1.081  0.3435
H 0.004 -0.138 0.682  -0.3729
H -0.324 0.068 2.291  0.3479
C 1.739 -0.096 -1.235  -0.9308
C 1.005 1.225 -1.421  -0.7189
H 1.933 -0.305 -0.186  0.2817
H 1.075 -0.888 -1.590  0.2646
H 2.645 -0.160 -1.823  0.3345
H 0.739 1.390 -2.470  0.3028
H 1.640 2.064 -1.135  0.2434
H 0.028 1.219 -0.950  0.2283



The following is a quantum chemistry calculation of a cluster of 2 separate species, C4H12 in total, from the Open Molecules 2025 dataset.

Its net charge is 0. As for the SMILES: CC.CC. Its total energy is -4342.3480 eV. The calculation puts the HOMO energy at -11.69 eV. The calculation puts the energy above the lowest of the compared OMol25 structures with the same formula, charge and spin at 17.4 kJ/mol.

Each line ends with the Mulliken charge.
Atoms and positions in Å:
C 2.134 0.643 -0.381  -0.8457
C 1.302 0.714 -1.641  -0.7401
H 1.545 0.584 0.544  0.2036
H 2.893 -0.152 -0.332  0.2838
H 2.742 1.539 -0.240  0.3309
H 1.881 0.467 -2.543  0.3180
H 0.942 1.731 -1.823  0.2543
H 0.527 -0.061 -1.639  0.1927
C -2.032 0.024 0.887  -0.7645
C -1.493 -1.390 1.138  -0.8071
H -1.210 0.712 1.080  0.1963
H -2.270 0.204 -0.168  0.2595
H -2.865 0.251 1.544  0.3255
H -2.140 -2.180 0.744  0.2923
H -1.418 -1.582 2.205  0.2788
H -0.537 -1.503 0.624  0.2217



The following is a quantum chemistry calculation of a cluster of 2 separate species, C4H12 in total, from the Open Molecules 2025 dataset.

Its net charge is 0. As for the SMILES: CC.CC. Its total energy is -4342.0878 eV. The calculation puts the HOMO energy at -11.41 eV. The calculation puts the energy above the lowest of the compared OMol25 structures with the same formula, charge and spin at 42.5 kJ/mol.

Each line ends with the Mulliken charge.
Atoms and positions in Å:
C 1.415 -1.335 0.510  -0.5514
C 1.059 -2.163 -0.710  -0.8031
H 0.608 -0.640 0.762  -0.0352
H 1.487 -1.905 1.439  0.2942
H 2.239 -0.631 0.399  0.2952
H 1.585 -3.091 -0.910  0.3124
H 1.098 -1.555 -1.617  0.2552
H -0.003 -2.406 -0.590  0.2441
C -0.772 2.271 -0.191  -0.9303
C -1.658 1.181 0.380  -0.6526
H -1.423 3.169 -0.229  0.3249
H 0.024 2.635 0.456  0.2892
H -0.470 2.218 -1.233  0.3088
H -2.193 1.576 1.245  0.2544
H -1.119 0.286 0.667  0.1226
H -2.514 0.956 -0.260  0.2716



The following is a quantum chemistry calculation of a cluster of 2 separate species, C4H12 in total, from the Open Molecules 2025 dataset.

Its net charge is 0. As for the SMILES: CC.CC. Its total energy is -4341.3511 eV. The calculation puts the HOMO energy at -11.30 eV. The calculation puts the energy above the lowest of the compared OMol25 structures with the same formula, charge and spin at 113.6 kJ/mol.

Each line ends with the Mulliken charge.
Atoms and positions in Å:
C -0.242 1.722 0.264  -0.5880
C -0.425 1.891 1.794  -1.0349
H -0.301 0.616 0.330  -0.0077
H -1.079 1.989 -0.263  0.3682
H 0.646 2.146 -0.007  0.2926
H -0.358 2.901 2.232  0.3113
H 0.490 1.489 2.245  0.2763
H -1.202 1.325 2.235  0.3489
C 0.854 -1.919 -0.595  -0.9009
C -0.250 -1.664 -1.613  -0.7096
H 0.670 -2.527 0.275  0.3276
H 1.690 -2.531 -0.910  0.3374
H 1.259 -1.004 -0.221  0.2311
H 0.094 -1.773 -2.623  0.3127
H -0.570 -0.554 -1.672  0.1648
H -1.276 -2.107 -1.471  0.2702



The following is a quantum chemistry calculation of a cluster of 2 separate species, C4H12 in total, from the Open Molecules 2025 dataset.

Its net charge is 0. As for the SMILES: CC.CC. Its total energy is -4341.2578 eV. The calculation puts the HOMO energy at -11.37 eV. The calculation puts the energy above the lowest of the compared OMol25 structures with the same formula, charge and spin at 122.6 kJ/mol.

Each line ends with the Mulliken charge.
Atoms and positions in Å:
C 1.336 1.244 -0.961  -0.9497
C -0.140 1.404 -0.639  -0.7249
H 1.799 2.095 -1.563  0.3093
H 2.017 1.112 -0.095  0.2862
H 1.560 0.355 -1.590  0.3086
H -0.274 2.504 -0.617  0.3314
H -0.367 0.891 0.228  0.1935
H -0.833 1.120 -1.492  0.2234
C 0.080 -1.242 0.688  -0.8175
C -1.347 -1.405 1.005  -0.9149
H 0.606 -2.241 0.984  0.3281
H 0.296 -1.072 -0.403  0.1229
H 0.389 -0.419 1.155  0.3641
H -1.991 -0.558 1.168  0.3564
H -1.356 -1.820 1.969  0.3561
H -1.774 -1.968 0.163  0.2270



The following is a quantum chemistry calculation of a cluster of 2 separate species, C4H12 in total, from the Open Molecules 2025 dataset.

Its net charge is 0. As for the SMILES: CC.CC. Its total energy is -4342.1793 eV. The calculation puts the HOMO energy at -11.56 eV. The calculation puts the energy above the lowest of the compared OMol25 structures with the same formula, charge and spin at 33.7 kJ/mol.

Each line ends with the Mulliken charge.
Atoms and positions in Å:
C -2.395 -0.869 -1.164  -0.7903
C -1.155 -1.765 -1.309  -0.7153
H -2.244 -0.001 -0.529  0.2512
H -2.606 -0.423 -2.142  0.2505
H -3.307 -1.405 -0.914  0.2776
H -0.590 -1.495 -2.193  0.2518
H -0.478 -1.512 -0.486  0.1400
H -1.293 -2.829 -1.140  0.3348
C 1.332 1.562 0.640  -0.6849
C 2.147 1.016 1.832  -0.8841
H 0.441 2.025 1.066  0.2364
H 1.873 2.345 0.112  0.3041
H 1.075 0.753 -0.037  0.1842
H 3.122 0.671 1.470  0.2652
H 1.652 0.141 2.244  0.2796
H 2.424 1.786 2.550  0.2993



The following is a quantum chemistry calculation of a cluster of 2 separate species, C4H12 in total, from the Open Molecules 2025 dataset.

Its net charge is 0. As for the SMILES: CC.CC. Its total energy is -4341.7820 eV. The calculation puts the HOMO energy at -11.30 eV. The calculation puts the energy above the lowest of the compared OMol25 structures with the same formula, charge and spin at 72.0 kJ/mol.

Each line ends with the Mulliken charge.
Atoms and positions in Å:
C -0.310 2.345 -0.977  -0.8602
C -1.515 1.742 -0.209  -0.8386
H 0.620 2.390 -0.380  0.2501
H 0.053 1.729 -1.809  0.2645
H -0.377 3.341 -1.393  0.3578
H -1.401 1.916 0.871  0.2503
H -1.584 0.668 -0.278  0.3018
H -2.316 2.461 -0.413  0.2847
C 0.733 -2.776 0.928  -0.8851
C 0.908 -1.402 0.248  -0.6489
H 0.514 -2.686 1.991  0.2999
H -0.011 -3.342 0.391  0.2754
H 1.740 -3.213 1.003  0.2663
H 0.931 -1.642 -0.824  0.2893
H 0.156 -0.648 0.485  0.0425
H 1.859 -0.884 0.363  0.3503



The following is a quantum chemistry calculation of a cluster of 2 separate species, C4H12 in total, from the Open Molecules 2025 dataset.

Its net charge is 0. As for the SMILES: CC.CC. Its total energy is -4341.5035 eV. The calculation puts the HOMO energy at -11.42 eV. The calculation puts the energy above the lowest of the compared OMol25 structures with the same formula, charge and spin at 98.9 kJ/mol.

Each line ends with the Mulliken charge.
Atoms and positions in Å:
C 1.804 -1.914 -0.499  -0.6300
C 2.492 -0.513 -0.276  -0.7183
H 2.697 -2.445 -0.946  0.2272
H 1.000 -1.666 -1.275  0.1833
H 1.406 -2.495 0.397  0.2516
H 3.580 -0.615 -0.462  0.2953
H 1.997 0.260 -0.921  0.2013
H 2.349 -0.103 0.797  0.1893
C -1.354 1.324 0.370  -0.6125
C -2.891 1.046 0.464  -0.9274
H -0.977 1.046 1.357  0.2566
H -1.155 2.465 0.258  0.2475
H -1.059 0.794 -0.580  0.1881
H -3.434 1.478 1.308  0.3124
H -3.449 1.396 -0.471  0.2579
H -3.007 -0.058 0.478  0.2777